1.
Here is a molecular structure, C27H26N3O6SeW from the Open Molecules 2025 dataset. Energies are from the ωB97M-V functional and the def2-TZVPD basis.

## Properties
HOMO (alpha / beta) (eV): -11.1 / -11.6
HOMO-LUMO gap (alpha / beta) (eV): 6.6854 / 7.1888
Net charge: +1
Largest force on an atom (hartree/bohr): 0.022
Spin multiplicity: 3
LUMO (alpha / beta) (eV): -4.4 / -4.4
Molar mass (g mol⁻¹): 751.32

Last column: Löwdin charge in e.
CARTESIAN COORDINATES (ANGSTROEM)
W -0.07766 1.76822 0.34737  1.492
O -2.29342 1.12573 -3.05878  0.153
C -1.41995 1.51801 -2.34662  -0.536
O -1.49186 1.46845 -1.02619  -0.183
C -0.04628 1.95620 -2.86651  -0.077
C 1.04482 1.01124 -2.37406  -0.210
C 2.33026 1.15527 -3.17106  -0.069
C 2.85250 2.53190 -2.69948  -0.065
C 1.80326 2.94819 -1.68159  -0.208
O 1.43598 1.64350 -1.08880  -0.243
C 0.48127 3.34243 -2.34056  -0.081
C -0.46730 4.03203 -1.36001  -0.517
O -1.26582 4.83886 -1.72329  0.183
O -0.32407 3.64004 -0.07830  -0.242
H -0.11186 1.94635 -3.95391  0.169
H 0.71437 -0.00714 -2.16479  0.139
H 2.13519 1.11463 -4.24021  0.133
H 3.03278 0.36427 -2.91535  0.124
H 2.91759 3.25669 -3.50715  0.133
H 3.83228 2.44627 -2.23639  0.128
H 2.14425 3.60355 -0.87852  0.169
H 0.62617 4.03775 -3.16513  0.171
Se 1.40273 2.07100 2.26361  0.783
C -0.18927 2.28175 3.33422  -0.621
C -1.31409 2.85310 2.74068  -0.169
C -2.52419 2.85543 3.42423  -0.049
C -2.59559 2.32703 4.70526  -0.062
C -1.45936 1.79759 5.30514  -0.062
C -0.25518 1.76378 4.62023  -0.129
H -1.23244 3.35353 1.76837  0.074
H -3.39912 3.29815 2.96945  0.119
H -3.52951 2.35041 5.24835  0.113
H -1.51383 1.40379 6.31134  0.116
H 0.62903 1.33088 5.06812  0.108
C -2.96477 -2.86253 -2.29581  -0.033
C -1.58428 -3.14262 -1.78597  -0.264
C -0.46594 -2.67178 -2.47075  -0.037
C 0.80873 -2.88043 -1.97930  -0.046
C 0.99260 -3.58466 -0.79478  -0.287
N 2.31279 -3.72447 -0.28656  0.143
C 2.72636 -3.67169 1.01297  -0.515
O 3.77072 -4.13532 1.39456  0.107
N 1.88426 -3.02748 1.94548  0.163
C 0.96286 -2.02946 1.77879  -0.215
C 0.07735 -1.69278 2.79601  0.038
C -0.93418 -0.79044 2.56351  -0.026
C -1.05192 -0.23359 1.29307  -0.258
N -0.11337 -0.44556 0.34920  -0.063
C 0.90318 -1.26315 0.60792  -0.068
C -0.10494 -4.11488 -0.13271  -0.016
C -1.38095 -3.87745 -0.62076  -0.017
H -2.97026 -2.78163 -3.38077  0.086
H -3.33450 -1.91791 -1.89435  0.087
H -3.65759 -3.64809 -2.00133  0.084
H -0.60197 -2.13174 -3.39909  0.120
H 1.67647 -2.50295 -2.50726  0.119
H 2.99839 -4.17783 -0.87947  0.168
H 2.14981 -3.27135 2.89114  0.165
H 0.17667 -2.17456 3.75977  0.136
H -1.65157 -0.54178 3.33304  0.125
H -2.00873 0.16121 0.92902  0.133
H 1.70908 -1.29224 -0.11704  0.134
H 0.03825 -4.71028 0.76102  0.128
H -2.23416 -4.29146 -0.09923  0.121

2.
Here is a gas-phase ion, C27H26NO2 (charge +1) from the Open Molecules 2025 dataset. Energies are from the ωB97M-V functional and the def2-TZVPD basis.

## Properties
HOMO (eV): -10.5
HOMO-LUMO gap (eV): 6.7194
Net charge: +1
Largest force on an atom (hartree/bohr): 0.046
Spin multiplicity: 1
LUMO (eV): -3.7
Molar mass (g mol⁻¹): 396.51

Last column: Löwdin charge in e.
CARTESIAN COORDINATES (ANGSTROEM)
C -5.28271 -0.57292 1.43384  -0.104
C -4.33368 -1.75161 1.18753  -0.101
C -2.98618 -1.12554 1.28728  -0.153
C -3.15752 0.22223 1.67356  -0.229
O -4.45722 0.62813 1.69094  -0.015
C -2.05787 1.06315 1.88556  0.030
C -0.80448 0.54886 1.61153  -0.010
C -0.67245 -0.62735 0.85468  -0.166
C 0.57588 -0.92537 0.01576  -0.170
C 1.90994 -0.51206 0.67485  -0.158
C 2.87130 -1.49526 0.95798  0.037
C 4.13720 -1.10146 1.37527  -0.146
C 4.45598 0.27169 1.46588  -0.225
O 5.77267 0.52812 1.69133  -0.011
C 6.45129 -0.78249 1.78871  -0.102
C 5.36854 -1.86937 1.71072  -0.098
C 3.47745 1.25222 1.29734  0.026
C 2.20662 0.82570 0.96131  -0.083
C -1.74236 -1.53297 0.82729  0.001
H -5.92480 -0.35941 0.57005  0.121
H -5.92405 -0.73338 2.31046  0.128
H -4.48380 -2.52368 1.95263  0.128
H -4.49557 -2.21389 0.20721  0.113
H -2.21549 2.06692 2.26506  0.127
H 0.06740 1.08530 1.97202  0.108
H 0.63327 -2.01522 -0.08721  0.138
H 2.64121 -2.55648 0.82973  0.128
H 7.16212 -0.84573 0.95314  0.125
H 7.01333 -0.78909 2.73141  0.126
H 5.28469 -2.37013 2.68319  0.126
H 5.60441 -2.63257 0.96671  0.123
H 3.73775 2.29810 1.40888  0.126
H 1.43094 1.57992 0.86288  0.089
H -1.63136 -2.54222 0.42018  0.126
C -1.50117 -2.08447 -2.27597  0.021
C -0.98513 -0.74957 -1.95236  -0.128
C 0.38810 -0.37419 -1.38748  -0.095
C 0.30325 1.14197 -1.46680  -0.101
C -1.00509 1.51264 -1.77935  -0.145
C -1.44160 2.83104 -1.89127  0.013
C -0.48166 3.83519 -1.71112  -0.043
C 0.85546 3.49014 -1.47325  -0.038
C 1.26159 2.14820 -1.42558  -0.015
N -1.70936 0.33953 -2.12985  0.029
C -3.05949 0.35064 -2.69489  0.049
H -0.69009 -2.81401 -2.18084  0.109
H -2.31670 -2.39227 -1.60062  0.097
H -1.89200 -2.11895 -3.30374  0.110
H 1.17118 -0.77079 -2.05265  0.187
H -2.48316 3.05401 -2.12476  0.113
H -0.76273 4.88618 -1.77589  0.117
H 1.61176 4.26635 -1.34403  0.119
H 2.31666 1.88736 -1.33581  0.127
H -3.38365 1.38397 -2.83706  0.092
H -3.06166 -0.15607 -3.66903  0.113
H -3.76700 -0.15901 -2.02535  0.113

3.
Here is a molecular structure, C27H27AsBrN2O2PdSTe from the Open Molecules 2025 dataset. Energies are from the ωB97M-V functional and the def2-TZVPD basis.

## Properties
HOMO (alpha / beta) (eV): -10.6 / -10.6
HOMO-LUMO gap (alpha / beta) (eV): 6.6675 / 6.6665
Net charge: +1
Largest force on an atom (hartree/bohr): 0.004
Spin multiplicity: 1
LUMO (alpha / beta) (eV): -4.0 / -4.0
Molar mass (g mol⁻¹): 832.44

Last column: Löwdin charge in e.
CARTESIAN COORDINATES (ANGSTROEM)
Pd -0.17715 -0.49132 0.86851  0.302
C -0.34066 2.84639 0.31064  -0.036
O -0.93060 1.55314 0.13099  -0.192
C -2.15500 1.52201 -0.51975  -0.187
C -2.76568 2.64285 -1.05068  -0.052
C -4.02257 2.51023 -1.63232  -0.664
Br -4.85387 4.04628 -2.33901  0.801
C -4.66296 1.29358 -1.70242  -0.050
C -4.03665 0.15570 -1.19350  -0.065
C -2.79511 0.28788 -0.59668  -0.163
O -2.12383 -0.80215 -0.05871  -0.118
C -4.73709 -1.13550 -1.26639  -0.274
N -6.02833 -1.25081 -1.20562  0.194
C -6.27860 -2.61075 -1.32540  -0.217
C -7.49477 -3.29386 -1.32763  -0.006
C -7.45671 -4.66312 -1.48130  -0.080
C -6.24069 -5.35253 -1.62785  -0.082
C -5.02798 -4.69395 -1.61827  -0.019
C -5.07734 -3.31289 -1.46038  -0.188
N -4.08449 -2.34749 -1.38552  0.154
H -0.05351 3.27188 -0.65071  0.112
H 0.53847 2.69225 0.92885  0.070
H -1.03399 3.50734 0.82924  0.111
H -2.29803 3.61379 -1.01794  0.103
H -5.64217 1.19274 -2.14733  0.120
H -2.72331 -1.46828 0.31623  0.095
H -8.42665 -2.75677 -1.21691  0.116
H -8.38067 -5.22515 -1.49229  0.105
H -6.25755 -6.42722 -1.74970  0.105
H -4.09336 -5.22822 -1.72721  0.110
H -3.13494 -2.47051 -1.69757  0.159
Te -0.20678 -2.77967 1.90938  0.966
C 0.82647 -3.74546 0.37253  -1.043
C 1.64412 -4.83114 0.48252  -0.249
C 2.18346 -5.24077 -0.77020  -0.178
C 1.77689 -4.45137 -1.79927  -0.406
S 0.71265 -3.22268 -1.25805  0.899
H 1.86123 -5.32362 1.42002  0.106
H 2.85079 -6.08113 -0.89262  0.110
H 2.04464 -4.52546 -2.84093  0.072
C 2.97154 0.91616 0.63563  -0.243
As 1.99670 -0.38449 1.69330  1.011
C 3.26749 -1.83140 1.64604  -0.270
C 2.00873 0.30095 3.52373  -0.295
C 3.39739 0.45283 4.06882  -0.324
C 4.00201 -0.59805 4.75412  -0.059
C 5.29989 -0.47634 5.22596  -0.067
C 6.01001 0.69786 5.01579  -0.073
C 5.41319 1.75271 4.34079  -0.069
C 4.11370 1.63014 3.87034  -0.064
H 3.94416 1.06881 1.10316  0.038
H 2.44994 1.86782 0.56757  0.012
H 3.11066 0.51030 -0.36492  0.043
H 4.22613 -1.42383 1.96578  0.045
H 3.33527 -2.20051 0.62458  0.039
H 2.96162 -2.64033 2.30525  0.021
H 1.41111 -0.39854 4.10785  0.073
H 1.47589 1.25267 3.49044  0.080
H 3.44762 -1.51346 4.92904  0.117
H 5.75555 -1.29634 5.76486  0.110
H 7.02121 0.79421 5.38723  0.109
H 5.95605 2.67605 4.18826  0.109
H 3.64622 2.46570 3.36055  0.113

Which of these has the highest molar mass?
C27H27AsBrN2O2PdSTe